(1)
Formula: C23H40N4O2S2SiTi
Source: the Open Molecules 2025 dataset
Level of theory: the ωB97M-V functional and the def2-TZVPD basis

XYZ file:
```
73
Properties=species:S:1:pos:R:3
Ti -0.891 0.715 -0.635
C 5.172 -1.523 0.660
Si 4.057 -2.974 0.092
C 5.160 -4.094 -1.014
C 3.617 -4.068 1.601
C 2.587 -2.411 -0.944
C 2.425 -2.742 -2.282
C 1.307 -2.289 -2.974
C 0.395 -1.486 -2.318
N 0.523 -1.121 -1.038
C 1.584 -1.596 -0.360
S 1.715 -1.245 1.304
H 5.991 -1.878 1.280
H 4.600 -0.812 1.244
H 5.602 -0.989 -0.183
H 6.006 -4.462 -0.440
H 5.555 -3.563 -1.875
H 4.616 -4.960 -1.380
H 4.510 -4.494 2.051
H 2.963 -4.889 1.320
H 3.105 -3.485 2.358
H 3.161 -3.357 -2.783
H 1.154 -2.541 -4.013
H -0.485 -1.120 -2.840
O -1.116 -0.357 1.266
C -1.704 -1.613 1.012
C -2.604 -1.548 -0.200
C -3.688 -2.373 -0.349
C -4.553 -2.217 -1.450
C -4.255 -1.169 -2.341
C -3.138 -0.405 -2.150
N -2.274 -0.578 -1.104
H -0.121 -0.486 1.265
H -2.310 -1.894 1.892
H -0.926 -2.384 0.875
H -3.887 -3.125 0.403
H -5.411 -2.856 -1.592
H -4.904 -0.962 -3.183
H -2.875 0.401 -2.834
N 2.101 3.382 -0.080
C 1.075 2.590 -0.511
O 0.725 1.636 0.178
C 0.447 2.911 -1.837
C -0.143 1.623 -2.422
H 2.345 3.288 0.896
H 2.280 4.271 -0.516
H 1.178 3.430 -2.486
H -0.378 3.607 -1.633
H 0.698 1.046 -2.854
H -0.794 1.905 -3.268
C 2.325 1.653 3.226
S 0.901 2.775 3.272
C -0.364 1.553 3.708
H 2.527 1.289 4.232
H 3.177 2.221 2.863
H 2.095 0.831 2.547
H -0.147 0.633 3.175
H -1.327 1.933 3.384
H -0.353 1.383 4.783
C -4.029 3.033 -0.971
C -3.127 2.593 0.209
C -3.945 1.609 1.083
C -2.787 3.845 1.061
N -1.963 1.981 -0.265
H -4.947 3.494 -0.606
H -4.266 2.155 -1.566
H -3.488 3.733 -1.604
H -4.803 2.111 1.534
H -3.302 1.213 1.867
H -4.290 0.783 0.463
H -3.671 4.237 1.562
H -2.369 4.621 0.423
H -2.043 3.581 1.809
```

Charge: -1
HOMO-LUMO gap (spin up / spin down): 4.08 / 7.06 eV
Relative energy (zero: lowest compared OMol25 entry of this formula, charge and spin): 29.8 kcal per mole
Lowest unoccupied orbital energy (spin up / spin down): 2.50 / 2.50 eV
Spin multiplicity: 2
Expectation value of S²: 0.767

***

(2)
Formula: C23H40NO4
Source: the Open Molecules 2025 dataset
Level of theory: the ωB97M-V functional and the def2-TZVPD basis

XYZ file:
```
68
Properties=species:S:1:pos:R:3
C 2.510 -2.026 4.196
C 2.409 -3.025 3.357
C 3.581 -3.259 2.459
O 4.691 -2.994 2.740
O 3.288 -3.850 1.250
C 3.684 -3.056 0.120
C 2.437 -2.655 -0.674
C 1.422 -1.798 0.129
C 2.000 -0.444 0.593
C 1.192 0.257 1.706
C 0.319 1.448 1.201
C -0.935 0.877 0.495
N -1.933 0.387 1.458
C -3.073 0.304 0.871
C -4.211 -0.216 1.646
C -4.053 -1.321 2.331
C -3.007 0.737 -0.591
C -2.843 -0.636 -1.327
C -4.127 -0.998 -2.138
C -4.963 -2.096 -1.433
O -3.710 -1.388 -3.433
C -1.712 1.675 -0.537
C -1.108 1.879 -1.949
C 0.410 2.152 -1.981
C 0.733 3.631 -1.707
C 2.219 3.942 -1.743
O 2.971 3.026 -0.962
C 4.309 3.467 -0.863
H 3.477 -1.672 4.545
H 1.608 -1.535 4.557
H 1.529 -3.661 3.324
H 4.314 -3.677 -0.525
H 4.279 -2.179 0.391
H 2.670 -2.114 -1.599
H 1.891 -3.571 -0.936
H 0.555 -1.686 -0.543
H 1.054 -2.329 1.018
H 2.211 0.224 -0.252
H 2.986 -0.669 1.021
H 1.860 0.672 2.468
H 0.494 -0.446 2.188
H -0.018 1.984 2.104
H 0.880 2.165 0.602
H -0.579 -0.017 -0.041
H -1.815 0.128 2.432
H -5.172 0.292 1.640
H -4.725 -1.619 3.129
H -3.194 -1.955 2.110
H -3.829 1.363 -0.943
H -1.939 -0.699 -1.935
H -2.753 -1.426 -0.565
H -4.758 -0.101 -2.225
H -5.798 -1.660 -0.875
H -5.384 -2.788 -2.174
H -4.360 -2.714 -0.759
H -4.260 -2.112 -3.758
H -2.109 2.659 -0.260
H -1.596 2.771 -2.364
H -1.316 1.068 -2.653
H 0.747 1.952 -3.008
H 0.988 1.485 -1.339
H 0.273 4.206 -2.525
H 0.249 4.012 -0.795
H 2.359 4.975 -1.380
H 2.614 3.906 -2.774
H 4.834 3.393 -1.829
H 4.866 2.843 -0.159
H 4.369 4.514 -0.527
```

Charge: +1
HOMO-LUMO gap: 8.14 eV
Lowest unoccupied orbital energy: -3.95 eV
Structure (SMILES): C=CC(=O)OCCCCCC[C@H]1[NH+]=C(C=C)[C@H](C[C@H](C)O)[C@@H]1CCCCOC

***

(3)
Formula: C23H41AgNO26S4
Source: the Open Molecules 2025 dataset
Level of theory: the ωB97M-V functional and the def2-TZVPD basis

XYZ file:
```
96
Properties=species:S:1:pos:R:3
Ag -0.616 2.950 2.681
O -0.839 2.913 0.400
C -0.919 1.609 0.070
C 0.038 0.582 0.921
O 0.009 0.797 2.263
H -0.711 1.543 -1.008
H -1.934 1.209 0.204
H 1.054 0.673 0.521
H -0.309 -0.435 0.702
C 3.654 1.439 2.008
N 4.738 2.449 2.004
O 4.957 3.051 3.026
O 5.354 2.624 0.972
H 4.063 0.528 2.439
H 3.315 1.245 0.995
H 2.803 1.792 2.584
O -0.082 -5.648 -3.330
C -0.153 -5.003 -2.331
O -1.349 -4.490 -1.926
C -1.243 -3.992 -0.600
C 0.223 -3.620 -0.404
C 0.866 -4.721 -1.257
H -1.475 -4.790 0.116
H -2.024 -3.253 -0.420
H 0.486 -3.662 0.653
H 0.429 -2.593 -0.714
H 1.086 -5.606 -0.662
H 1.791 -4.375 -1.718
O 3.623 0.625 5.746
C 2.714 -0.133 5.890
O 2.563 -0.904 6.993
C 1.428 -1.767 6.878
C 1.177 -1.828 5.384
C 1.574 -0.439 4.943
H 0.584 -1.301 7.392
H 1.568 -2.767 7.281
H 0.153 -2.161 5.215
H 1.809 -2.588 4.918
H 0.745 0.248 5.167
H 1.768 -0.238 3.893
O 0.493 -2.123 -3.788
C -0.484 -1.434 -3.871
O -0.674 -0.510 -4.815
C -1.860 0.234 -4.595
C -2.598 -0.431 -3.454
C -1.606 -1.393 -2.803
H -2.487 0.254 -5.489
H -1.619 1.292 -4.452
H -3.450 -0.963 -3.878
H -3.002 0.270 -2.723
H -2.074 -2.366 -2.708
H -1.209 -0.999 -1.870
C 0.408 3.070 -3.274
C 0.859 4.386 -2.616
O 1.127 5.305 -3.669
S 1.640 4.489 -4.988
O 3.006 4.042 -4.830
O 1.247 5.132 -6.185
O 0.599 3.270 -4.671
H -0.676 2.927 -3.215
H 0.781 2.113 -2.907
H 1.803 4.263 -2.080
H 0.158 4.891 -1.958
C 4.080 0.374 -2.153
C 3.435 -0.969 -1.836
O 4.304 -1.670 -0.958
S 5.650 -0.780 -0.667
O 6.593 -1.191 -1.645
O 5.999 -0.767 0.723
O 4.931 0.609 -1.016
H 3.353 1.182 -2.166
H 4.687 0.361 -3.056
H 3.277 -1.548 -2.748
H 2.448 -0.874 -1.374
C -4.229 3.854 -0.627
C -4.322 2.791 -1.697
O -5.572 2.149 -1.465
S -6.668 3.239 -0.894
O -7.307 2.681 0.269
O -7.445 3.779 -1.957
O -5.550 4.369 -0.502
H -3.451 4.598 -0.771
H -4.010 3.365 0.329
H -3.538 2.064 -1.489
H -4.327 3.143 -2.728
C -2.746 -1.651 2.443
C -2.110 -1.444 3.831
O -2.224 -2.733 4.429
S -2.142 -3.940 3.388
O -3.079 -4.937 3.767
O -0.781 -4.311 3.089
O -2.767 -3.056 2.159
H -2.274 -1.099 1.635
H -3.796 -1.361 2.509
H -2.664 -0.718 4.414
H -1.059 -1.187 3.715
```

HOMO-LUMO gap (spin up / spin down): 7.97 / 6.21 eV
Lowest unoccupied orbital energy (spin up / spin down): -2.50 / -4.26 eV
Spin multiplicity: 2
Expectation value of S²: 0.761

***

Molar mass list, top to bottom, in g mol⁻¹: 544.69 394.58 983.70